Computed, not measured: a gas-phase ion, C4H14N2 (charge +1), with ωB97M-V with the def2-TZVPD basis set.

```
20
Properties=species:S:1:pos:R:3:nbo_charge:R:1
C 1.02 1.63 0.70 -0.656
C 1.00 0.36 -0.24 -0.038
C -0.16 -0.63 -0.25 -0.536
C -1.52 0.07 -0.33 -0.312
N -2.66 -1.10 -0.44 -0.984
N 2.23 -0.37 0.20 -0.695
H 0.11 2.28 0.55 0.260
H 1.11 1.39 1.77 0.225
H 1.90 2.29 0.46 0.241
H 1.24 0.67 -1.35 0.234
H -0.21 -1.16 0.64 0.215
H 0.09 -1.32 -1.12 0.234
H -1.63 0.55 0.67 0.218
H -1.62 0.86 -1.03 0.228
H -3.61 -0.65 -0.53 0.405
H -2.56 -1.73 -1.24 0.369
H -2.52 -1.57 0.50 0.244
H 3.09 -0.02 -0.32 0.450
H 2.29 -1.36 0.10 0.445
H 2.44 -0.20 1.26 0.453
```

As for the net charge: +1. The maximum force comes out at 3.7 eV/Å. Its LUMO energy (alpha / beta) is -3.82 / -3.86 eV. As for the molar mass: 90.2 g mol⁻¹. The expectation value of S² is 0.75. The calculation puts the highest occupied orbital energy (alpha / beta) at -6.650 / -16.544 eV. As for the spin multiplicity: 2. As for the frontier orbital gap (alpha / beta): 2.83 / 12.68 eV. The calculation puts the relative energy (zero: lowest compared OMol25 entry of this formula, charge and spin) at 187.5 kJ/mol.